(1)
The following is a DFT calculation (ωB97M-V/def2-TZVPD) of a single C3H9NO4S molecule at a distorted geometry.

As for the relative energy (zero: lowest compared OMol25 entry of this formula, charge and spin): 109.4 kcal per mole. The LUMO energy is 0.67 eV. The calculation puts the HOMO energy at -10.5 eV. The spin multiplicity is 1.

CARTESIAN COORDINATES (ANGSTROEM)
C (-0.39, -2.10, 0.32)
O (0.31, -1.10, -0.39)
N (0.20, 0.19, 0.24)
O (1.51, 0.62, 0.47)
C (2.01, 0.74, 1.77)
S (-0.27, 1.17, -1.14)
C (-2.00, 0.61, -1.54)
O (-0.30, 2.50, -0.62)
O (0.55, 0.79, -2.26)
H (0.28, -3.06, 0.18)
H (-1.36, -2.16, -0.13)
H (-0.52, -2.08, 1.47)
H (1.50, 0.03, 2.45)
H (1.79, 1.77, 2.20)
H (3.07, 0.56, 1.74)
H (-2.27, 1.50, -2.14)
H (-1.79, -0.26, -2.02)
H (-2.32, 0.26, -0.61)


(2)
The following is a DFT calculation (ωB97M-V/def2-TZVPD) of 3 unconnected molecules or ions with the total composition C3H9NOS at a distorted geometry.

As for the relative energy (zero: lowest compared OMol25 entry of this formula, charge and spin): 183.4 kcal per mole. The LUMO energy is -4.51 eV. The calculation puts the HOMO energy at -8.9 eV. The spin multiplicity is 1.

CARTESIAN COORDINATES (ANGSTROEM)
C (0.40, 1.44, 1.04)
C (1.08, 0.74, -0.14)
S (0.78, 1.51, -1.67)
N (-0.38, -1.48, -2.14)
C (-1.00, -1.35, -1.07)
O (-0.54, -1.02, 1.53)
H (0.33, 0.73, 1.84)
H (0.85, 2.39, 1.35)
H (0.53, -0.24, -0.19)
H (2.12, 0.47, 0.02)
H (-0.20, -0.49, -2.40)
H (-0.65, 1.62, 0.78)
H (-0.93, -2.10, -0.26)
H (-1.57, -0.47, -0.83)
H (-0.81, -1.76, 2.13)


(3)
The following is a DFT calculation (ωB97M-V/def2-TZVPD) of a single C3H9NOS molecule at a distorted geometry.

As for the relative energy (zero: lowest compared OMol25 entry of this formula, charge and spin): 119.7 kcal per mole. The LUMO energy is 0.62 eV. The calculation puts the HOMO energy at -8.0 eV. The spin multiplicity is 1.

CARTESIAN COORDINATES (ANGSTROEM)
C (-0.76, -1.13, 1.51)
S (-0.45, 0.43, 0.75)
C (1.50, 1.11, 0.55)
O (-1.34, 1.56, 1.21)
N (-0.77, 0.27, -0.92)
C (-0.29, -0.80, -1.72)
H (-1.01, -0.82, 2.53)
H (0.03, -1.91, 1.34)
H (1.94, 0.23, 0.10)
H (1.45, 1.95, -0.20)
H (1.98, 1.39, 1.62)
H (-1.69, 0.83, -1.20)
H (0.80, -0.91, -1.55)
H (-0.76, -1.72, -1.27)
H (-0.62, -0.49, -2.74)